49
Properties=species:S:1:pos:R:3:mulliken_charge:R:1 method="wB97M-V/def2-TZVPD" charge=-1 e_tot_ev=-60274.80421 relative_energy_ev=0.0000 homo_energy_ev=-6.0
Pd 0.28 -0.11 -0.15 1.154
O -2.52 -3.05 0.48 -0.738
C -1.96 -1.97 0.49 0.054
O -0.75 -1.81 0.03 -0.803
C -2.66 -0.78 1.14 -0.241
C -1.98 -0.33 2.45 0.135
C -2.99 0.49 3.28 -1.043
C -2.99 1.84 2.51 -0.990
C -2.02 1.52 1.36 -0.045
O -1.06 0.68 2.03 -0.266
C -2.74 0.58 0.37 -0.028
C -2.31 0.64 -1.10 -0.043
O -3.18 0.80 -1.94 -0.731
O -1.05 0.59 -1.42 -0.691
H -3.66 -1.14 1.35 0.598
H -1.45 -1.11 2.99 0.595
H -2.62 0.61 4.30 0.336
H -3.97 0.02 3.32 0.384
H -2.59 2.65 3.13 0.313
H -3.97 2.14 2.16 0.423
H -1.51 2.37 0.91 0.633
H -3.79 0.87 0.32 0.594
C 4.92 3.11 4.86 -1.394
C 4.37 2.78 3.50 1.073
C 5.12 3.00 2.35 -0.745
C 4.62 2.67 1.10 -0.712
C 3.36 2.10 0.99 -0.181
C 2.59 1.88 2.12 -0.091
C 3.09 2.23 3.37 -0.820
S 2.76 1.66 -0.64 1.413
O 3.29 0.33 -0.91 -0.743
O 3.20 2.71 -1.51 -0.728
O 1.26 1.67 -0.47 -0.631
H 5.81 3.74 4.79 0.366
H 5.19 2.20 5.40 0.255
H 4.18 3.64 5.47 0.347
H 6.10 3.44 2.43 0.304
H 5.19 2.86 0.20 0.423
H 1.60 1.46 2.04 0.649
H 2.49 2.06 4.25 0.366
N 1.76 -2.94 0.09 -0.212
C 2.36 -1.93 0.72 0.703
O 1.74 -0.95 1.16 -0.572
C 3.86 -2.05 0.88 -1.084
I 4.56 -1.29 2.73 0.005
H 0.76 -2.84 -0.12 0.392
H 2.30 -3.66 -0.36 0.156
H 4.31 -1.44 0.10 0.350
H 4.19 -3.09 0.81 0.510


9
Properties=species:S:1:pos:R:3:mulliken_charge:R:1 method="wB97M-V/def2-TZVPD" e_tot_ev=-16054.29464 relative_energy_ev=3.8151 homo_energy_ev=-9.6
C -1.26 -0.51 -0.07 0.520
C 0.12 -0.96 0.18 -0.368
C -0.14 0.26 -0.56 -0.428
O -2.44 -0.63 0.08 -0.457
S 0.55 2.12 0.82 -0.201
H 0.74 -0.94 1.16 0.214
H 0.55 -1.94 -0.17 0.241
H 0.15 0.60 -1.60 0.338
H 1.73 2.02 0.17 0.141


16
Properties=species:S:1:pos:R:3:mulliken_charge:R:1 method="wB97M-V/def2-TZVPD" e_tot_ev=-28316.36475 multiplicity=7 homo_energy_ev="-4.6 / -4.6"
C 1.24 -0.15 1.80 -0.609
H 1.57 -1.17 2.02 0.238
H 0.77 0.35 2.66 0.330
H 1.97 0.68 1.79 0.322
O -1.15 -0.40 1.72 -0.665
C -2.00 0.77 1.54 -0.591
H -3.06 0.49 1.72 0.138
H -1.66 1.62 2.16 0.066
O 0.29 -0.43 -2.41 -0.570
C 1.47 -0.71 -2.22 0.060
C 2.10 -0.55 -0.88 -0.370
O 1.18 0.00 0.00 -0.447
Sm -1.07 0.43 -0.71 1.048
H 2.08 -1.15 -3.03 0.403
H 2.97 0.13 -1.00 0.316
H 2.49 -1.53 -0.56 0.331


64
Properties=species:S:1:pos:R:3:mulliken_charge:R:1 method="wB97M-V/def2-TZVPD" e_tot_ev=-36062.70194 relative_energy_ev=2.7692 homo_energy_ev=-8.2
C -7.43 -3.04 0.20 -1.060
C -7.69 -1.84 1.10 -0.901
C -6.89 -0.66 0.65 0.496
C -7.33 0.17 -0.38 -0.284
C -6.53 1.22 -0.80 -0.930
C -5.31 1.42 -0.18 0.763
C -4.40 2.57 -0.58 -1.106
N -3.01 2.43 -0.20 -0.330
C -2.32 1.34 -0.88 -0.840
C -0.88 1.33 -0.46 0.558
C 0.11 1.86 -1.27 -1.095
C 1.44 1.88 -0.87 -0.210
C 1.79 1.38 0.37 0.523
O 3.06 1.35 0.86 -0.271
C 4.11 1.86 0.06 -0.562
C 5.41 1.62 0.83 -0.365
O 5.36 2.20 2.11 -0.631
C 5.68 0.11 0.92 -0.708
N 5.91 -0.47 -0.39 0.475
C 7.29 -0.34 -0.81 -1.144
C 5.46 -1.86 -0.46 -1.178
C 3.96 -1.93 -0.39 0.567
C 3.31 -2.50 0.70 -0.187
C 1.93 -2.54 0.75 -0.882
C 1.18 -2.01 -0.29 -0.276
C 1.82 -1.43 -1.37 -0.601
C 3.20 -1.39 -1.42 -0.404
C 0.80 0.84 1.19 -0.594
C -0.51 0.82 0.78 -0.619
N -4.88 0.64 0.81 -0.339
C -5.65 -0.36 1.20 -0.300
H -8.02 -3.90 0.53 0.342
H -6.38 -3.31 0.23 0.328
H -7.70 -2.82 -0.83 0.330
H -7.43 -2.09 2.13 0.343
H -8.76 -1.59 1.07 0.345
H -8.29 -0.01 -0.85 0.428
H -6.85 1.87 -1.60 0.406
H -4.45 2.70 -1.67 0.402
H -4.78 3.48 -0.12 0.374
H -2.97 2.26 0.80 0.287
H -2.40 1.52 -1.96 0.463
H -2.78 0.36 -0.67 0.336
H -0.16 2.26 -2.24 0.312
H 2.18 2.30 -1.54 0.415
H 4.17 1.33 -0.89 0.362
H 3.97 2.93 -0.11 0.555
H 6.23 2.12 0.31 0.383
H 4.52 1.92 2.51 0.413
H 6.54 -0.06 1.60 0.292
H 4.80 -0.35 1.36 0.204
H 7.58 0.71 -0.77 0.259
H 7.38 -0.67 -1.85 0.334
H 7.98 -0.92 -0.19 0.404
H 5.91 -2.48 0.34 0.335
H 5.79 -2.26 -1.42 0.504
H 3.89 -2.93 1.50 0.377
H 1.43 -3.00 1.60 0.404
H 0.10 -2.04 -0.25 0.478
H 1.23 -1.01 -2.17 0.393
H 3.70 -0.94 -2.26 0.367
H 1.09 0.45 2.16 0.459
H -1.27 0.40 1.43 0.447
H -5.24 -0.96 2.00 0.354


82
Properties=species:S:1:pos:R:3:mulliken_charge:R:1 method="wB97M-V/def2-TZVPD" charge=+2 e_tot_ev=-77016.95810 multiplicity=2 relative_energy_ev=0.0000 homo_energy_ev="-13.6 / -13.6"
Re -0.74 0.13 0.17 1.228
C 1.83 1.84 -0.79 -0.855
P 0.00 2.05 -0.81 1.610
C -0.40 2.55 -2.49 0.638
C -1.54 2.05 -3.12 -0.198
C -1.87 2.48 -4.40 -0.936
C -1.05 3.39 -5.06 -0.621
C 0.09 3.88 -4.44 -0.769
C 0.42 3.46 -3.16 -0.625
C -0.34 3.47 0.27 0.406
C -0.19 3.29 1.65 -0.421
C -0.50 4.32 2.52 -0.830
C -0.96 5.53 2.02 -0.613
C -1.11 5.71 0.65 -0.842
C -0.80 4.68 -0.23 -0.301
C 2.16 0.95 0.33 0.375
C 3.43 0.72 0.92 -1.326
C 3.26 -0.31 1.81 -1.270
C 1.89 -0.70 1.76 0.412
C 1.23 -1.71 2.57 -0.082
P -0.01 -0.85 3.67 -0.096
C -1.53 -0.96 2.63 1.740
C -2.60 -0.20 3.15 -1.108
C -3.90 -0.46 2.77 -1.186
C -4.17 -1.44 1.80 -1.278
C -3.12 -2.15 1.24 -0.348
C -1.81 -1.94 1.66 -0.053
C -0.34 -2.17 4.88 0.955
C -1.30 -3.17 4.76 -0.204
C -1.43 -4.13 5.76 -0.820
C -0.59 -4.11 6.86 -0.530
C 0.37 -3.12 6.98 -0.654
C 0.49 -2.14 6.00 -0.513
N 1.22 0.10 0.86 0.402
H 2.40 2.77 -0.77 0.674
H 2.08 1.32 -1.73 0.475
H -2.17 1.32 -2.62 0.326
H -2.75 2.09 -4.89 0.466
H -1.31 3.71 -6.06 0.419
H 0.73 4.58 -4.96 0.444
H 1.30 3.86 -2.68 0.344
H 0.18 2.35 2.05 0.423
H -0.37 4.19 3.58 0.486
H -1.20 6.34 2.70 0.436
H -1.47 6.65 0.26 0.459
H -0.92 4.83 -1.29 0.460
H 4.34 1.25 0.68 0.572
H 4.01 -0.76 2.45 0.568
H 1.95 -2.21 3.22 0.680
H 0.75 -2.47 1.93 -0.376
H -2.39 0.55 3.90 0.535
H -4.72 0.09 3.23 0.515
H -5.19 -1.65 1.51 0.479
H -3.32 -2.91 0.49 0.541
H -1.04 -2.60 1.29 -0.034
H -1.97 -3.20 3.91 0.352
H -2.19 -4.90 5.67 0.434
H -0.69 -4.86 7.63 0.409
H 1.02 -3.09 7.85 0.426
H 1.22 -1.35 6.12 0.408
C -4.80 1.90 -0.16 -1.472
C -3.33 2.06 0.12 0.288
O -2.71 0.73 0.23 -0.632
H -5.25 2.89 -0.28 0.459
H -5.32 1.40 0.65 0.379
H -4.97 1.35 -1.09 0.311
H -3.14 2.60 1.05 0.198
H -2.82 2.56 -0.69 0.215
H -3.30 0.15 0.75 0.250
C 0.44 -5.35 0.49 -1.156
C -0.22 -4.61 -0.63 1.102
C -0.91 -5.26 -1.64 -0.776
C -1.49 -4.48 -2.63 -0.364
N -1.38 -3.15 -2.63 -0.509
C -0.69 -2.64 -1.63 0.299
S -0.48 -0.85 -1.76 -0.358
N -0.10 -3.28 -0.63 -0.229
H 0.34 -6.43 0.38 0.433
H -0.01 -5.07 1.45 0.209
H 1.50 -5.10 0.54 0.273
H -0.99 -6.34 -1.66 0.418
H -2.05 -4.93 -3.44 0.458


63
Properties=species:S:1:pos:R:3:mulliken_charge:R:1 method="wB97M-V/def2-TZVPD" charge=+3 e_tot_ev=-69185.01165 homo_energy_ev="-16.8 / -16.8"
Ru 0.02 0.72 -0.27 0.047
N -1.32 -0.15 2.30 -0.008
P -0.36 -1.04 1.19 2.488
C 1.01 -1.63 2.18 0.419
C 2.16 -0.84 2.26 -0.416
C 3.21 -1.21 3.09 -0.735
C 3.10 -2.38 3.84 -0.630
C 1.96 -3.16 3.77 -0.778
C 0.91 -2.79 2.95 -0.567
C -1.37 -2.42 0.74 0.454
C -2.76 -2.38 0.88 -0.661
C -3.51 -3.51 0.61 -0.791
C -2.89 -4.68 0.20 -0.567
C -1.51 -4.71 0.01 -0.760
C -0.75 -3.59 0.27 -0.400
C -1.18 1.20 2.40 0.298
C -1.66 1.94 3.49 -1.117
C -1.45 3.29 3.52 -0.237
C -0.76 3.93 2.47 -0.963
C -0.33 3.17 1.42 -0.452
N -0.54 1.82 1.37 0.128
H -1.78 -0.63 3.07 0.331
H 2.23 0.07 1.68 0.227
H 4.10 -0.60 3.15 0.455
H 3.92 -2.67 4.49 0.445
H 1.88 -4.06 4.36 0.463
H 0.01 -3.40 2.92 0.475
H -3.26 -1.47 1.19 0.449
H -4.59 -3.49 0.74 0.457
H -3.48 -5.57 0.02 0.441
H -1.03 -5.62 -0.33 0.459
H 0.32 -3.62 0.14 0.474
H -2.18 1.43 4.29 0.485
H -1.80 3.87 4.36 0.467
H -0.57 4.99 2.48 0.466
H 0.20 3.61 0.58 0.631
Cl -2.85 3.86 -6.25 -0.038
C -2.00 3.44 -4.88 0.287
C -1.03 4.33 -4.33 -0.637
C -0.36 3.98 -3.21 -0.613
C -0.58 2.71 -2.56 0.363
O 0.07 2.41 -1.53 -0.081
C -1.56 1.81 -3.13 1.076
C -1.88 0.54 -2.55 -0.420
O -1.43 0.03 -1.50 -0.523
C -2.24 2.18 -4.27 -0.995
H -0.86 5.28 -4.81 0.497
H 0.37 4.65 -2.76 0.516
H -2.64 -0.05 -3.07 0.492
H -2.98 1.52 -4.71 0.505
C 2.64 -1.63 -1.09 -1.226
P 1.99 0.02 -1.34 1.248
C 3.26 1.20 -0.84 -1.259
C 1.82 0.21 -3.13 -1.266
H 3.64 -1.68 -1.53 0.543
H 2.00 -2.37 -1.58 0.352
H 2.71 -1.87 -0.03 0.328
H 4.17 0.97 -1.40 0.474
H 3.48 1.12 0.23 0.334
H 2.94 2.21 -1.07 0.360
H 2.67 -0.27 -3.61 0.515
H 1.81 1.27 -3.39 0.356
H 0.90 -0.26 -3.49 0.337


17
Properties=species:S:1:pos:R:3:mulliken_charge:R:1 method="wB97M-V/def2-TZVPD" charge=+1 e_tot_ev=-16610.73437 relative_energy_ev=0.1715 homo_energy_ev=-14.1
C -0.77 0.52 0.95 -1.584
C 0.20 -0.03 -0.06 0.877
N -0.19 0.54 -1.43 -0.050
C 1.56 0.43 0.32 -0.665
F 1.60 1.79 0.14 -0.308
C 0.06 -1.62 -0.12 -1.243
I 1.03 -2.38 -2.06 0.123
H -1.29 1.40 0.61 0.482
H -1.51 -0.21 1.23 0.408
H -0.27 0.68 1.94 0.337
H 0.55 1.14 -1.79 0.351
H -1.04 1.00 -1.28 0.298
H -0.07 -0.35 -2.08 0.190
H 2.21 -0.01 -0.35 0.371
H 1.91 0.30 1.35 0.423
H 0.73 -2.11 0.66 0.515
H -0.94 -1.96 0.09 0.473


17
Properties=species:S:1:pos:R:3:mulliken_charge:R:1 method="wB97M-V/def2-TZVPD" e_tot_ev=-7863.28152 relative_energy_ev=1.2720 homo_energy_ev=-8.6
C 2.20 0.32 0.10 -0.931
N 1.44 -0.83 -0.37 -0.270
C 0.05 -0.60 -0.69 -1.162
C -0.73 0.28 0.30 0.512
C -2.13 0.57 -0.26 -1.294
O -0.82 -0.38 1.56 -0.543
H 3.26 0.05 0.07 0.318
H 2.05 1.22 -0.50 0.326
H 2.02 0.59 1.15 0.293
H 1.58 -1.62 0.24 0.302
H -0.49 -1.55 -0.76 0.446
H 0.02 -0.11 -1.67 0.362
H -0.18 1.20 0.49 0.307
H -2.36 1.63 -0.09 0.329
H -2.89 0.08 0.33 0.326
H -2.18 0.48 -1.34 0.325
H -0.85 -1.33 1.43 0.354


Please write out number 8 again, unchanged.
17
Properties=species:S:1:pos:R:3:mulliken_charge:R:1 method="wB97M-V/def2-TZVPD" e_tot_ev=-7863.28152 relative_energy_ev=1.2720 homo_energy_ev=-8.6
C 2.20 0.32 0.10 -0.931
N 1.44 -0.83 -0.37 -0.270
C 0.05 -0.60 -0.69 -1.162
C -0.73 0.28 0.30 0.512
C -2.13 0.57 -0.26 -1.294
O -0.82 -0.38 1.56 -0.543
H 3.26 0.05 0.07 0.318
H 2.05 1.22 -0.50 0.326
H 2.02 0.59 1.15 0.293
H 1.58 -1.62 0.24 0.302
H -0.49 -1.55 -0.76 0.446
H 0.02 -0.11 -1.67 0.362
H -0.18 1.20 0.49 0.307
H -2.36 1.63 -0.09 0.329
H -2.89 0.08 0.33 0.326
H -2.18 0.48 -1.34 0.325
H -0.85 -1.33 1.43 0.354